88
Properties=species:S:1:pos:R:3 method="wB97M-V/def2-TZVPD" gap_ev="6.031 / 5.991" charge=0 e_above_lowest_kcal_mol=23.5 lumo_ha="0.0051 / 0.0059" multiplicity=5 homo_energy_ev="-5.89 / -5.83" e_tot_ha=-3492.03198
Cr -0.342 0.697 -1.094
C -1.766 0.989 -5.779
C -1.791 -0.337 -5.611
C -1.232 -1.333 -6.590
C 0.197 -1.054 -7.135
C 1.094 -0.107 -6.384
C 1.039 1.228 -6.407
C 0.093 2.083 -7.189
C -1.388 1.648 -7.085
C 0.992 0.219 0.515
H -2.089 1.669 -4.990
H -2.375 -0.763 -4.793
H -1.912 -1.398 -7.467
H -1.256 -2.335 -6.124
H 0.719 -2.024 -7.153
H 0.093 -0.743 -8.187
H 1.962 -0.583 -5.917
H 1.837 1.799 -5.940
H 0.371 2.137 -8.257
H 0.191 3.108 -6.800
H -2.005 2.555 -7.185
H -1.633 0.996 -7.940
H 0.875 0.895 1.381
H 2.077 0.207 0.303
H 0.728 -0.804 0.834
P -1.523 -0.912 -2.179
P 1.666 0.130 -2.094
C -0.291 -1.427 -3.381
C 0.987 -0.908 -3.396
C -2.562 -2.347 -1.900
C -3.026 -3.143 -2.965
C -3.798 -4.274 -2.696
C -4.111 -4.623 -1.378
C -3.649 -3.828 -0.325
C -2.880 -2.694 -0.571
C -2.599 0.490 -2.710
C -2.060 1.794 -2.504
C -2.918 2.900 -2.531
C -4.296 2.723 -2.694
C -4.825 1.445 -2.895
C -3.979 0.333 -2.918
C 3.093 -0.893 -1.629
C 2.843 -2.191 -1.138
C 3.911 -3.031 -0.822
C 5.227 -2.593 -1.013
C 5.472 -1.327 -1.555
C 4.414 -0.471 -1.862
C 2.293 1.824 -2.402
C 2.386 2.792 -1.376
C 2.801 4.084 -1.677
C 3.095 4.435 -3.002
C 3.094 3.453 -4.002
C 2.761 2.137 -3.683
H -0.527 -2.314 -3.987
H 1.750 -1.355 -4.039
H -2.782 -2.885 -4.001
H -4.143 -4.898 -3.519
H -4.707 -5.514 -1.169
H -3.873 -4.102 0.707
H -2.519 -2.070 0.250
H -0.952 1.983 -2.436
H -2.511 3.910 -2.410
H -4.960 3.591 -2.682
H -5.901 1.311 -3.030
H -4.398 -0.659 -3.084
H 1.819 -2.559 -1.035
H 3.710 -4.026 -0.424
H 6.057 -3.241 -0.736
H 6.496 -0.999 -1.736
H 4.603 0.511 -2.299
H 2.151 2.518 -0.346
H 2.887 4.828 -0.881
H 3.342 5.466 -3.249
H 3.360 3.712 -5.033
H 2.874 1.325 -4.412
C -3.484 0.838 0.632
Si -1.634 0.790 1.034
C -1.191 2.398 1.934
C -1.454 -0.609 2.316
H -3.718 1.644 -0.075
H -4.025 1.020 1.572
H -3.833 -0.112 0.204
H -1.913 2.554 2.749
H -0.183 2.368 2.373
H -1.243 3.264 1.256
H -2.209 -0.506 3.106
H -1.582 -1.600 1.869
H -0.466 -0.584 2.795


95
Properties=species:S:1:pos:R:3 method="wB97M-V/def2-TZVPD" gap_ev="5.801 / 7.326" charge=+1 e_above_lowest_kcal_mol=44.3 lumo_ha="-0.1578 / -0.1062" multiplicity=4 homo_energy_ev="-10.10 / -10.22" e_tot_ha=-4299.91968
Cr 0.985 0.129 -1.143
C 4.266 0.629 -0.052
Si 3.976 -1.180 0.050
C 4.863 -2.058 -1.400
C 4.727 -1.805 1.672
N 2.099 -1.246 -0.149
C 1.555 -2.433 0.347
C 2.346 -3.625 0.518
C 1.936 -4.639 1.377
C 0.697 -4.700 1.925
C -0.202 -3.633 1.645
C 0.226 -2.569 0.877
F -0.611 -1.466 1.020
H 4.247 0.992 -1.080
H 5.190 0.898 0.421
H 3.530 1.113 0.632
H 5.095 -3.167 -1.193
H 5.823 -1.568 -1.699
H 4.248 -2.026 -2.328
H 5.642 -1.297 1.944
H 5.050 -2.835 1.385
H 3.983 -1.814 2.532
H 3.258 -3.721 -0.094
H 2.686 -5.427 1.638
H 0.449 -5.499 2.606
H -1.186 -3.596 2.088
N 0.728 -1.403 -2.755
C -0.529 -1.592 -3.382
C -0.562 -2.672 -4.314
C -1.750 -3.080 -4.815
C -2.920 -2.374 -4.485
C -2.850 -1.313 -3.638
C -1.642 -0.892 -3.072
P -1.636 0.442 -1.826
C -2.096 1.886 -2.890
C -3.387 2.024 -3.403
C -3.777 3.258 -3.977
C -2.952 4.358 -3.919
C -1.728 4.266 -3.283
C -1.254 3.066 -2.840
C -3.088 0.167 -0.798
C -3.706 1.277 -0.230
C -4.805 1.222 0.635
C -5.335 0.004 0.967
C -4.720 -1.130 0.517
C -3.691 -1.068 -0.471
H 1.471 -1.009 -3.392
H 1.125 -2.254 -2.393
H 0.356 -3.191 -4.620
H -1.826 -3.997 -5.463
H -3.897 -2.763 -4.882
H -3.776 -0.772 -3.328
H -4.068 1.178 -3.333
H -4.860 3.358 -4.340
H -3.322 5.348 -4.198
H -1.232 5.230 -3.111
H -0.302 3.013 -2.412
H -3.261 2.238 -0.496
H -5.286 2.112 0.975
H -6.300 0.018 1.508
H -5.129 -2.071 0.895
H -3.374 -2.008 -1.009
F 1.138 1.261 -4.161
C 1.898 1.158 -2.969
F 3.085 0.627 -3.500
H 2.160 2.234 -2.782
C -2.353 0.532 5.217
S -2.539 -1.223 5.598
C -1.225 -2.103 4.725
H -1.456 0.715 4.609
H -2.247 1.108 6.137
H -3.196 0.913 4.629
H -1.384 -3.150 4.914
H -0.231 -1.778 5.073
H -1.272 -1.992 3.644
C 1.800 3.500 -0.194
P 0.877 2.006 0.415
C -0.740 2.713 0.941
C 1.457 1.904 2.108
C 1.981 3.006 2.805
C 2.638 2.835 4.032
C 2.616 1.596 4.615
C 2.155 0.481 3.917
C 1.477 0.667 2.707
H 1.288 4.342 0.390
H 1.720 3.586 -1.283
H 2.884 3.409 0.023
H -0.574 3.589 1.644
H -1.283 1.992 1.545
H -1.404 3.131 0.121
H 1.924 4.033 2.342
H 3.180 3.704 4.503
H 3.054 1.473 5.600
H 2.111 -0.452 4.459
H 0.968 -0.155 2.212


99
Properties=species:S:1:pos:R:3 method="wB97M-V/def2-TZVPD" gap_ev=7.036 charge=+1 e_above_lowest_kcal_mol=15.0 lumo_ha=-0.1188 multiplicity=1 homo_energy_ev=-10.27 e_tot_ha=-3669.45172
Ti -0.272 -0.319 0.639
C 3.442 0.363 2.855
O 3.340 1.743 2.562
C 2.132 2.354 2.780
C 2.160 3.560 3.463
C 1.006 4.299 3.697
C -0.208 3.805 3.287
C -0.279 2.581 2.605
C -1.537 1.952 2.376
N -1.639 0.834 1.736
N -2.806 0.144 1.901
C -2.567 -1.134 1.771
O -1.393 -1.557 1.439
C -3.617 -2.073 2.180
C -3.315 -3.419 2.380
C -4.300 -4.290 2.806
C -5.584 -3.825 3.042
C -5.881 -2.481 2.871
C -4.904 -1.605 2.441
C 0.901 1.854 2.269
O 0.820 0.763 1.533
H 3.370 0.195 3.935
H 4.429 0.060 2.508
H 2.676 -0.224 2.340
H 3.118 3.917 3.810
H 1.061 5.236 4.227
H -1.122 4.342 3.486
H -2.422 2.349 2.876
H -2.301 -3.759 2.220
H -4.072 -5.335 2.957
H -6.348 -4.514 3.363
H -6.878 -2.120 3.072
H -5.112 -0.554 2.315
O 0.123 -2.100 -2.972
C -0.144 -1.372 -2.023
N 0.451 -1.358 -0.831
C 1.449 -2.388 -0.654
C 1.475 -2.816 0.780
C 1.899 -4.086 1.173
C 1.901 -4.400 2.520
C 1.446 -3.449 3.428
C 1.031 -2.217 2.952
N 1.055 -1.903 1.656
C -1.275 -0.393 -2.100
C -2.000 -0.300 -3.282
C -3.075 0.565 -3.340
C -3.386 1.287 -2.196
C -2.607 1.134 -1.057
N -1.550 0.322 -1.002
H 2.447 -2.005 -0.925
H 1.230 -3.231 -1.330
H 2.208 -4.804 0.427
H 2.238 -5.368 2.858
H 1.420 -3.666 4.483
H 0.665 -1.449 3.628
H -1.694 -0.914 -4.117
H -3.656 0.674 -4.244
H -4.232 1.958 -2.181
H -2.857 1.701 -0.166
N -3.251 -3.558 -2.472
C -2.523 -3.403 -1.357
O -2.375 -2.317 -0.828
C -1.939 -4.659 -0.757
I -0.651 -5.668 -2.154
H -3.642 -2.742 -2.915
H -3.292 -4.427 -2.975
H -2.725 -5.360 -0.484
H -1.340 -4.407 0.116
C 3.777 3.240 -0.929
C 2.939 2.000 -0.623
C 3.774 0.722 -0.530
P 1.393 1.566 -1.606
C 0.521 3.214 -1.896
C 0.104 3.744 -0.528
C 1.182 4.305 -2.731
C 2.046 1.061 -3.319
C 0.940 1.117 -4.388
C 3.327 1.709 -3.850
H 4.695 3.187 -0.345
H 3.253 4.138 -0.610
H 4.045 3.342 -1.973
H 2.523 2.165 0.374
H 4.100 0.365 -1.502
H 3.175 -0.059 -0.058
H 4.659 0.897 0.078
H -0.399 2.909 -2.420
H 0.970 4.050 0.054
H -0.431 2.970 0.029
H -0.546 4.610 -0.635
H 2.049 4.727 -2.237
H 0.467 5.112 -2.887
H 1.478 3.931 -3.706
H 2.282 0.001 -3.151
H -0.003 1.503 -4.006
H 1.239 1.754 -5.216
H 0.751 0.126 -4.790
H 3.196 2.766 -4.067
H 3.609 1.212 -4.777
H 4.158 1.592 -3.162


90
Properties=species:S:1:pos:R:3 method="wB97M-V/def2-TZVPD" gap_ev=4.874 charge=+1 lumo_ha=-0.1394 multiplicity=1 homo_energy_ev=-8.67 e_tot_ha=-1770.24320
C 0.584 -5.272 2.523
C -0.110 -4.183 1.727
N 0.832 -3.133 1.206
C 1.415 -3.432 -0.141
C 0.684 -2.729 -1.261
C 1.126 -2.018 1.967
O 0.579 -1.847 3.077
C 1.929 -0.843 1.321
C 0.787 0.265 1.061
C -0.378 -0.162 0.274
C -1.385 -0.958 0.765
C -2.612 -1.169 0.037
C -2.982 -0.372 -1.068
C -4.143 -0.610 -1.784
C -5.066 -1.602 -1.346
C -4.738 -2.372 -0.187
C -3.548 -2.136 0.468
C -5.683 -3.408 0.294
C -7.130 -3.090 -0.086
C -7.251 -2.720 -1.557
N -6.237 -1.788 -1.994
C -6.588 -1.115 -3.239
C -5.383 -0.561 -3.964
C -4.399 0.142 -3.030
C 1.463 1.516 0.576
C 1.737 1.671 -0.788
C 2.446 2.766 -1.265
C 2.872 3.773 -0.364
C 2.581 3.624 1.025
C 1.896 2.503 1.459
C 2.998 4.659 1.994
C 3.347 6.002 1.333
C 4.173 5.828 0.063
N 3.686 4.780 -0.797
C 4.184 4.878 -2.160
C 4.082 3.583 -2.926
C 2.732 2.912 -2.713
N 3.203 -0.608 2.128
C 3.303 -0.803 3.476
C 4.244 -0.080 4.220
C 5.028 0.915 3.622
C 4.984 0.996 2.219
C 4.190 0.123 1.511
H -0.173 -5.996 2.865
H 1.258 -5.864 1.903
H 1.160 -4.867 3.362
H -0.619 -4.601 0.837
H -0.849 -3.683 2.364
H 2.461 -3.094 -0.120
H 1.377 -4.533 -0.255
H 1.033 -3.157 -2.212
H -0.395 -2.885 -1.216
H 0.862 -1.647 -1.250
H 2.399 -1.102 0.336
H 0.636 0.177 2.162
H -0.350 0.098 -0.799
H -1.255 -1.421 1.746
H -2.319 0.444 -1.392
H -3.277 -2.769 1.324
H -5.624 -3.482 1.382
H -5.426 -4.392 -0.125
H -7.493 -2.256 0.539
H -7.766 -3.965 0.106
H -8.230 -2.263 -1.777
H -7.183 -3.649 -2.135
H -7.268 -0.283 -3.018
H -7.148 -1.848 -3.842
H -4.864 -1.382 -4.471
H -5.750 0.137 -4.723
H -3.466 0.292 -3.583
H -4.797 1.134 -2.779
H 1.371 0.934 -1.521
H 1.725 2.359 2.533
H 3.866 4.299 2.566
H 2.204 4.850 2.720
H 3.915 6.636 2.033
H 2.412 6.533 1.077
H 5.208 5.609 0.367
H 4.193 6.759 -0.535
H 3.597 5.631 -2.694
H 5.222 5.245 -2.085
H 4.237 3.803 -3.985
H 4.877 2.907 -2.589
H 2.756 1.927 -3.177
H 1.963 3.505 -3.235
H 2.577 -1.466 3.961
H 4.239 -0.233 5.310
H 5.584 1.658 4.235
H 5.520 1.795 1.685
H 4.145 0.181 0.426


95
Properties=species:S:1:pos:R:3 method="wB97M-V/def2-TZVPD" gap_ev=7.151 charge=+1 e_above_lowest_kcal_mol=0.0 lumo_ha=-0.1283 multiplicity=1 homo_energy_ev=-10.64 e_tot_ha=-2102.59145
Ag 11.368 11.446 9.466
C 16.285 13.393 8.093
C 14.770 13.543 8.286
O 14.157 12.708 8.956
N 14.147 14.591 7.701
C 12.734 14.783 7.807
C 12.387 16.112 8.429
C 13.082 17.258 8.011
C 12.838 18.462 8.641
C 11.756 18.538 9.496
C 11.084 17.380 9.805
N 11.370 16.185 9.288
H 16.655 12.404 8.428
H 16.729 14.230 8.636
H 16.449 13.535 7.004
H 14.701 15.271 7.204
H 12.232 13.930 8.296
H 12.294 14.788 6.818
H 13.814 17.146 7.228
H 13.571 19.287 8.547
H 11.483 19.465 10.025
H 10.262 17.320 10.513
C 9.474 12.175 5.776
C 8.572 12.946 6.736
C 7.891 14.095 6.275
C 6.959 14.749 7.131
C 6.736 14.282 8.422
C 7.453 13.175 8.949
C 7.242 12.732 10.365
C 8.352 12.485 8.052
N 9.060 11.369 8.532
C 8.637 10.126 8.448
C 7.188 9.774 8.220
C 9.609 9.056 8.665
C 9.149 7.635 8.521
N 10.865 9.404 8.938
C 11.931 8.505 9.113
C 12.881 8.392 8.077
C 12.786 9.066 6.755
C 14.056 7.630 8.343
C 14.328 7.073 9.581
C 13.415 7.252 10.598
C 12.217 7.965 10.387
C 11.246 8.199 11.501
H 10.505 12.126 6.101
H 9.498 12.727 4.845
H 9.141 11.175 5.522
H 8.057 14.578 5.313
H 6.404 15.638 6.827
H 6.092 14.861 9.100
H 6.164 12.795 10.583
H 7.776 13.322 11.174
H 7.489 11.646 10.476
H 6.567 10.669 8.168
H 6.856 9.002 8.940
H 7.041 9.223 7.257
H 8.146 7.455 8.993
H 9.828 6.872 9.012
H 8.999 7.339 7.473
H 11.818 9.545 6.740
H 12.961 8.303 5.969
H 13.534 9.861 6.687
H 14.776 7.520 7.500
H 15.131 6.342 9.653
H 13.574 6.797 11.571
H 11.759 8.599 12.397
H 10.837 7.207 11.783
H 10.414 8.876 11.249
C 17.132 11.881 15.724
C 16.593 11.007 14.585
N 15.596 11.811 13.774
C 16.107 12.517 12.607
C 16.517 11.650 11.392
C 14.319 12.011 14.296
O 14.049 11.654 15.424
C 13.265 12.767 13.422
C 12.323 13.647 14.006
C 11.354 14.214 13.235
C 11.213 13.812 11.870
N 11.997 12.851 11.335
C 13.029 12.420 12.061
H 17.955 11.333 16.217
H 16.371 12.006 16.521
H 17.459 12.910 15.462
H 16.102 10.183 15.025
H 17.345 10.714 13.882
H 17.054 12.978 12.973
H 15.441 13.289 12.320
H 17.465 12.050 11.015
H 15.799 11.734 10.580
H 16.596 10.563 11.640
H 12.406 13.850 15.083
H 10.617 14.872 13.641
H 10.542 14.257 11.206
H 13.700 11.738 11.535